[1]
Here is C42H30BrClIrN4O4PS2 as an isolated structure from OMol25. Energies are from ωB97M-V with the def2-TZVPD basis set.

Values from the calculation:
energy relative to the best compared isomer or geometry (same formula, charge and spin): 416.0 kJ/mol
highest occupied orbital energy (alpha / beta): -7.0 / -7.0 eV
Kohn-Sham gap (alpha / beta): 4.3499 / 4.3466 eV
LUMO energy (alpha / beta): -0.09647 / -0.09659 Ha

Geometry as ORCA input:
```
! wB97M-V def2-TZVPD RIJCOSX def2/J DEFGRID3
* xyz 0 1
Ir -0.381 0.013 -0.016
Br -1.682 -0.765 2.374
C -2.277 1.053 2.563
C -2.871 1.365 3.754
C -3.415 2.640 3.945
C -3.378 3.544 2.925
C -2.773 3.234 1.690
C -2.787 4.169 0.637
C -2.201 3.878 -0.560
C -1.540 2.655 -0.734
C -1.497 1.696 0.254
C -2.155 1.962 1.489
H -2.934 0.634 4.544
H -3.880 2.885 4.888
H -3.821 4.522 3.043
H -3.292 5.110 0.794
H -2.223 4.588 -1.373
H -1.054 2.480 -1.684
Cl 1.000 -2.084 0.085
C 2.538 -1.619 0.692
C 3.540 -2.574 0.781
C 4.773 -2.225 1.300
C 5.013 -0.928 1.726
C 4.010 0.013 1.637
C 2.762 -0.314 1.113
P 1.423 0.919 1.181
C 1.576 1.173 2.999
C 1.985 2.355 3.604
C 2.184 2.401 4.976
C 1.982 1.277 5.759
C 1.572 0.095 5.161
C 1.368 0.048 3.796
C 2.144 2.436 0.487
C 1.402 3.610 0.615
C 1.855 4.791 0.053
C 3.046 4.807 -0.655
C 3.772 3.637 -0.806
C 3.325 2.453 -0.246
H 3.347 -3.585 0.460
H 5.543 -2.973 1.399
H 5.975 -0.654 2.132
H 4.183 1.018 1.991
H 2.177 3.240 3.014
H 2.513 3.326 5.430
H 2.166 1.313 6.822
H 1.417 -0.795 5.755
H 1.069 -0.884 3.339
H 0.467 3.593 1.160
H 1.279 5.698 0.164
H 3.401 5.725 -1.098
H 4.692 3.642 -1.369
H 3.892 1.545 -0.389
O 1.459 0.478 -1.465
N 1.536 0.765 -2.734
C 1.523 2.049 -3.140
C 1.662 2.381 -4.462
C 1.784 1.364 -5.413
C 1.746 0.056 -4.996
C 1.627 -0.259 -3.637
S 1.573 -1.842 -3.040
H 1.392 2.778 -2.355
H 1.672 3.417 -4.754
H 1.893 1.602 -6.459
H 1.810 -0.769 -5.688
O -4.715 1.609 -7.143
S -5.857 0.784 -7.436
O -7.126 1.460 -7.500
O -5.631 -0.310 -8.351
C -6.091 -0.274 -5.878
N -7.205 -0.927 -5.858
C -7.338 -1.698 -4.744
C -6.369 -1.760 -3.783
C -5.172 -1.005 -3.943
N -5.101 -0.239 -5.087
C -4.074 -0.951 -3.062
C -4.026 -1.560 -1.780
C -2.929 -1.401 -0.985
N -1.834 -0.686 -1.334
C -1.860 -0.125 -2.570
C -2.909 -0.227 -3.428
H -8.262 -2.254 -4.680
H -6.491 -2.396 -2.921
H -4.863 -2.133 -1.412
H -2.902 -1.881 -0.017
H -0.973 0.412 -2.875
H -2.884 0.255 -4.392
*
```



[2]
Here is C42H30N13PdSe as an isolated structure from OMol25. Energies are from ωB97M-V with the def2-TZVPD basis set.

Values from the calculation:
highest occupied orbital energy (alpha / beta): -9.0 / -9.0 eV
Kohn-Sham gap (alpha / beta): 3.3404 / 3.3200 eV
LUMO energy (alpha / beta): -0.20771 / -0.20871 Ha

Geometry as ORCA input:
```
! wB97M-V def2-TZVPD RIJCOSX def2/J DEFGRID3
* xyz 1 1
Pd -0.618 -0.538 -0.002
C 0.736 3.095 -5.249
C -0.587 3.502 -5.122
C -1.356 3.123 -4.030
C -0.767 2.302 -3.084
C -1.256 1.722 -1.845
N -0.270 0.929 -1.315
C 0.836 0.979 -2.109
N 1.991 0.432 -1.836
C 2.206 -0.448 -0.865
C 3.500 -0.779 -0.326
C 4.778 -0.289 -0.553
C 5.818 -0.824 0.190
C 5.598 -1.813 1.149
C 4.325 -2.302 1.392
C 3.277 -1.782 0.646
C 1.857 -2.008 0.680
N 1.254 -2.861 1.495
C -0.011 -2.841 1.802
N -0.903 -1.874 1.421
C -2.103 -2.085 2.027
N -3.105 -1.251 2.071
C -3.177 -0.107 1.407
N -2.452 0.211 0.305
C -2.846 1.432 -0.167
N -2.384 2.018 -1.261
C -3.874 1.952 0.695
C -4.569 3.154 0.719
C -5.421 3.387 1.785
C -5.589 2.446 2.800
C -4.933 1.226 2.768
C -4.071 0.982 1.709
C -2.025 -3.321 2.786
C -2.966 -4.013 3.524
C -2.550 -5.168 4.176
C -1.226 -5.586 4.123
C -0.277 -4.896 3.378
C -0.693 -3.774 2.685
N 1.255 -1.216 -0.260
C 0.562 1.852 -3.238
C 1.331 2.257 -4.313
H 1.313 3.431 -6.096
H -1.026 4.124 -5.888
H -2.376 3.452 -3.918
H 4.949 0.490 -1.277
H 6.823 -0.459 0.038
H 6.434 -2.182 1.725
H 4.138 -3.051 2.143
H -4.433 3.882 -0.064
H -5.959 4.320 1.840
H -6.241 2.676 3.629
H -5.068 0.492 3.546
H -3.980 -3.656 3.592
H -3.269 -5.743 4.742
H -0.933 -6.470 4.669
H 0.750 -5.221 3.339
H 2.351 1.921 -4.418
Se -2.415 -1.823 -1.849
C -1.934 -3.391 -2.824
C -0.653 -3.931 -2.760
C -0.394 -5.069 -3.508
N -1.308 -5.648 -4.257
C -2.520 -5.138 -4.331
C -2.894 -4.001 -3.632
H 0.109 -3.469 -2.145
H 0.580 -5.534 -3.512
H -3.216 -5.656 -4.974
H -3.893 -3.593 -3.705
C 4.434 3.174 0.986
C 3.245 4.113 0.801
C 2.609 3.941 -0.577
C 2.223 3.963 1.948
N 1.448 2.757 1.875
C 0.123 2.620 1.670
N -0.160 1.337 1.673
N 1.005 0.705 1.870
N 1.953 1.536 1.996
H 5.121 3.296 0.154
H 4.120 2.134 1.026
H 4.967 3.421 1.900
H 3.610 5.144 0.869
H 2.263 2.922 -0.740
H 3.351 4.162 -1.340
H 1.770 4.621 -0.720
H 1.509 4.790 1.929
H 2.754 3.971 2.905
H -0.576 3.417 1.512
*
```



[3]
Here is C42H31Br2MoN3OPS2 as an isolated structure from OMol25. Energies are from ωB97M-V with the def2-TZVPD basis set.

Values from the calculation:
energy relative to the best compared isomer or geometry (same formula, charge and spin): 9.3 kJ/mol
highest occupied orbital energy (alpha / beta): -10.1 / -10.3 eV
Kohn-Sham gap (alpha / beta): 6.7383 / 6.9604 eV
LUMO energy (alpha / beta): -0.12263 / -0.12397 Ha

Geometry as ORCA input:
```
! wB97M-V def2-TZVPD RIJCOSX def2/J DEFGRID3
* xyz 1 3
Mo -0.557 0.251 -0.053
C 5.471 0.116 2.706
C 4.749 -1.019 3.046
C 3.396 -1.104 2.733
C 2.771 -0.046 2.078
C 3.500 1.094 1.738
C 4.847 1.173 2.052
P 0.980 -0.060 1.836
C 0.458 -1.807 1.951
C -0.336 -2.272 2.996
C -0.801 -3.580 2.984
C -0.497 -4.426 1.923
C 0.285 -3.968 0.873
C 0.764 -2.663 0.886
C 0.296 0.858 3.198
C 0.767 0.823 4.483
C 0.127 1.594 5.476
C -0.942 2.379 5.138
C -1.428 2.443 3.810
C -2.521 3.271 3.457
C -2.940 3.310 2.164
C -2.301 2.536 1.164
C -1.233 1.711 1.434
C -0.795 1.669 2.804
H 6.524 0.182 2.957
H 5.236 -1.842 3.556
H 2.838 -1.996 2.990
H 3.010 1.921 1.237
H 5.411 2.061 1.790
H -0.613 -1.606 3.805
H -1.419 -3.933 3.801
H -0.876 -5.442 1.913
H 0.525 -4.625 0.045
H 1.395 -2.320 0.078
H 1.626 0.212 4.740
H 0.490 1.569 6.497
H -1.430 2.984 5.898
H -3.008 3.868 4.222
H -3.775 3.943 1.882
H -2.699 2.610 0.165
C -0.402 -0.564 -3.729
C -1.076 -1.570 -2.856
C -1.455 -2.799 -3.444
C -2.237 -3.686 -2.775
C -2.692 -3.372 -1.478
C -3.552 -4.172 -0.691
Br -4.192 -5.819 -1.357
C -3.941 -3.764 0.545
C -3.469 -2.548 1.075
Br -4.010 -2.009 2.790
C -2.609 -1.754 0.368
O -2.099 -0.609 0.836
C -2.233 -2.165 -0.929
N -1.404 -1.282 -1.601
H 0.359 -1.040 -4.354
H 0.026 0.239 -3.161
H -1.151 -0.124 -4.395
H -1.134 -3.005 -4.459
H -2.538 -4.619 -3.239
H -4.619 -4.372 1.129
S 1.894 0.264 -1.091
C 2.478 0.759 -2.595
N 3.430 0.107 -3.218
C 3.970 0.648 -4.474
C 3.246 1.981 -4.742
S 2.010 2.198 -3.418
H 3.812 -0.724 -2.790
H 3.796 -0.059 -5.277
H 5.041 0.796 -4.380
H 2.728 1.980 -5.695
H 3.925 2.828 -4.712
N -2.480 5.578 -4.989
C -2.184 4.779 -4.215
C -1.811 3.774 -3.239
C -0.637 3.909 -2.508
C -0.274 2.928 -1.600
C -1.060 1.793 -1.399
C -2.257 1.687 -2.122
C -2.632 2.664 -3.033
H -0.015 4.786 -2.650
H 0.634 3.062 -1.026
H -2.923 0.846 -1.971
H -3.558 2.575 -3.586
*
```



[4]
Here is C42H31Cl2NO5P2PtS2 as an isolated structure from OMol25. Energies are from ωB97M-V with the def2-TZVPD basis set.

Values from the calculation:
energy relative to the best compared isomer or geometry (same formula, charge and spin): 21.7 kJ/mol
highest occupied orbital energy (alpha / beta): -6.8 / -8.4 eV
Kohn-Sham gap (alpha / beta): 6.9993 / 6.0706 eV
LUMO energy (alpha / beta): 0.00808 / -0.08585 Ha

Geometry as ORCA input:
```
! wB97M-V def2-TZVPD RIJCOSX def2/J DEFGRID3
* xyz 0 5
Pt -0.525 0.181 -0.554
O 0.992 -2.481 3.423
S 0.864 -1.260 2.589
C 2.400 -0.360 2.763
C 3.117 -0.394 3.948
C 4.347 0.234 4.012
C 4.857 0.869 2.890
C 4.146 0.879 1.700
C 2.904 0.256 1.612
P 1.939 0.214 0.025
C 3.032 0.891 -1.279
C 3.535 2.191 -1.202
C 4.442 2.652 -2.143
C 4.852 1.834 -3.185
C 4.310 0.564 -3.307
C 3.403 0.101 -2.367
C 2.425 -1.646 -0.212
C 3.766 -2.033 -0.184
C 4.114 -3.372 -0.257
C 3.127 -4.349 -0.318
C 1.794 -3.978 -0.333
C 1.453 -2.631 -0.293
C -0.346 -0.239 3.469
C -0.116 0.376 4.685
C -1.179 0.919 5.388
C -2.468 0.829 4.885
C -2.700 0.238 3.653
C -1.642 -0.298 2.922
P -1.885 -0.879 1.207
C -1.914 -2.687 1.185
C -2.034 -3.277 -0.078
C -2.011 -4.654 -0.208
C -1.848 -5.451 0.919
C -1.729 -4.868 2.170
C -1.766 -3.488 2.310
C -3.613 -0.409 0.892
C -4.642 -1.341 0.818
C -5.946 -0.915 0.605
C -6.227 0.435 0.468
C -5.199 1.366 0.534
C -3.895 0.950 0.739
H 2.724 -0.943 4.795
H 4.919 0.221 4.931
H 5.826 1.348 2.935
H 4.564 1.366 0.831
H 3.199 2.846 -0.411
H 4.830 3.660 -2.068
H 5.593 2.183 -3.892
H 4.595 -0.073 -4.134
H 2.991 -0.889 -2.486
H 4.544 -1.283 -0.109
H 5.159 -3.657 -0.259
H 3.402 -5.395 -0.348
H 1.010 -4.725 -0.360
H 0.409 -2.344 -0.325
H 0.885 0.440 5.087
H -1.011 1.402 6.342
H -3.297 1.240 5.445
H -3.707 0.197 3.261
H -2.134 -2.640 -0.951
H -2.108 -5.108 -1.186
H -1.808 -6.528 0.818
H -1.594 -5.487 3.048
H -1.662 -3.040 3.289
H -4.430 -2.397 0.931
H -6.749 -1.640 0.550
H -7.247 0.761 0.309
H -5.411 2.421 0.415
H -3.091 1.673 0.776
O 0.569 4.086 -0.185
S 0.340 2.681 -0.266
O -0.960 2.253 0.326
O 1.404 1.941 0.612
O 0.462 2.092 -1.612
Cl -4.466 1.393 -3.125
C -3.116 0.725 -3.939
C -3.028 0.781 -5.309
C -1.932 0.227 -5.966
C -0.909 -0.382 -5.241
C -0.979 -0.424 -3.876
Cl 0.255 -1.189 -2.949
C -2.082 0.127 -3.131
N -2.182 0.060 -1.832
H -3.827 1.250 -5.866
H -1.879 0.267 -7.045
H -0.062 -0.826 -5.746
*
```



[5]
Here is C42H31F12N8O4SW as an isolated structure from OMol25. Energies are from ωB97M-V with the def2-TZVPD basis set.

Values from the calculation:
highest occupied orbital energy: -10.4 eV
Kohn-Sham gap: 6.0479 eV
LUMO energy: -0.15923 Ha

Geometry as ORCA input:
```
! wB97M-V def2-TZVPD RIJCOSX def2/J DEFGRID3
* xyz 1 1
W 0.395 -0.045 0.284
O 4.105 -0.961 2.192
C 3.085 -0.410 1.828
N 2.450 -0.586 0.636
C 3.147 -1.148 -0.450
C 4.530 -1.237 -0.607
C 5.034 -1.713 -1.807
C 4.191 -2.099 -2.846
C 2.819 -2.017 -2.683
C 2.328 -1.546 -1.476
N 0.949 -1.414 -1.178
C 0.140 -2.472 -1.449
O 0.449 -3.556 -1.910
C -1.271 -2.111 -1.170
C -2.323 -2.697 -1.970
C -3.537 -2.154 -1.930
C -3.843 -0.984 -1.063
C -2.593 -0.307 -0.512
N -1.395 -1.150 -0.342
C 2.438 0.640 2.645
C 3.009 1.127 3.801
C 2.391 2.197 4.426
C 1.242 2.730 3.862
C 0.725 2.155 2.715
N 1.319 1.122 2.127
H 5.193 -0.940 0.188
H 6.107 -1.774 -1.934
H 4.601 -2.462 -3.779
H 2.140 -2.312 -3.471
H -2.065 -3.551 -2.579
H -4.351 -2.581 -2.507
H -4.545 -1.303 -0.289
H -2.346 1.605 0.347
H 3.922 0.673 4.158
H 2.808 2.623 5.329
H 0.738 3.581 4.298
H -0.160 2.543 2.246
C -6.360 1.744 -0.963
C -5.030 1.110 -0.702
C -4.411 0.255 -1.808
C -3.142 0.887 -2.407
C -2.108 0.546 -1.636
N -0.755 0.847 -1.494
C -0.015 0.982 -2.678
C -0.319 0.270 -3.843
C 0.471 0.412 -4.966
C 1.593 1.242 -4.970
C 2.463 1.359 -6.192
C 1.894 1.939 -3.809
C 1.094 1.817 -2.679
C 1.339 2.441 -1.345
O 1.335 1.394 -0.405
C 2.767 3.029 -1.173
F 2.972 3.409 0.089
F 3.679 2.099 -1.459
F 2.968 4.073 -1.979
C 0.240 3.527 -0.958
F -0.606 3.721 -1.966
F 0.803 4.703 -0.669
F -0.460 3.160 0.118
C -2.946 0.723 0.582
C -4.373 1.215 0.451
C -2.307 0.323 1.899
O -0.931 0.323 1.624
C -2.808 -1.034 2.499
F -2.555 -1.129 3.803
F -2.264 -2.094 1.913
F -4.136 -1.114 2.332
C -2.543 1.418 2.979
F -3.782 1.337 3.469
F -1.688 1.328 3.992
F -2.399 2.639 2.440
H -6.310 2.389 -1.844
H -6.694 2.344 -0.118
H -7.117 0.983 -1.171
H -5.162 -0.006 -2.555
H -3.138 1.543 -3.266
H -1.181 -0.384 -3.862
H 0.215 -0.140 -5.864
H 1.862 1.412 -7.100
H 3.120 0.491 -6.283
H 3.092 2.247 -6.147
H 2.760 2.586 -3.803
H -4.780 1.808 1.259
C 0.072 -2.568 6.108
C 0.982 -1.741 5.198
C 1.015 -2.254 3.795
N 0.496 -1.654 2.793
N 0.638 -2.273 1.578
C 1.329 -3.391 1.687
N 1.723 -4.188 0.683
S 1.760 -3.756 3.325
H 0.037 -2.131 7.105
H 0.432 -3.593 6.205
H -0.944 -2.599 5.712
H 1.998 -1.722 5.595
H 0.631 -0.709 5.137
H 1.417 -4.039 -0.270
H 2.238 -5.026 0.886
*
```



no.,DFT total energy (eV)
1,-174551.005
2,-132232.696
3,-223470.598
4,-124320.576
5,-109436.573